(1)
C62H52GeN4O6PRbSe | ωB97M-V with the def2-TZVPD basis set

```
128
Properties=species:S:1:pos:R:3:mulliken_charge:R:1
Rb -0.846 0.894 -0.434 0.534
C 1.625 -2.604 3.566 -1.196
C 0.483 -2.862 4.511 0.560
C 0.747 -3.248 5.821 -0.854
C -0.272 -3.576 6.705 -0.681
C -1.586 -3.530 6.270 -0.896
C -1.867 -3.139 4.967 -0.221
C -0.855 -2.781 4.077 0.842
P -1.117 -2.304 2.311 1.910
C -2.924 -1.998 2.187 0.878
C -3.524 -1.225 3.189 -0.945
C -4.836 -0.791 3.100 -1.192
C -5.584 -1.112 1.977 -0.553
C -4.989 -1.836 0.956 -0.499
C -3.663 -2.269 1.021 0.315
C -3.081 -2.943 -0.197 -1.578
C -0.740 -3.876 1.523 0.266
C -1.380 -5.036 1.962 -0.577
C -1.205 -6.270 1.367 -1.043
C -0.308 -6.332 0.273 -0.374
C 0.356 -5.229 -0.173 -1.389
C 0.196 -3.908 0.409 1.847
C 0.876 -2.828 -0.108 -1.872
H 2.581 -2.687 4.086 0.472
H 1.561 -1.612 3.114 0.004
H 1.615 -3.311 2.731 0.185
H 1.781 -3.302 6.149 0.371
H -0.037 -3.875 7.720 0.358
H -2.397 -3.803 6.936 0.415
H -2.897 -3.115 4.638 0.461
H -2.938 -0.935 4.053 0.544
H -5.262 -0.183 3.889 0.336
H -6.607 -0.766 1.878 0.386
H -5.552 -2.044 0.051 0.378
H -3.689 -2.700 -1.072 0.577
H -3.048 -4.029 -0.085 0.396
H -2.057 -2.627 -0.399 -0.335
H -2.065 -4.952 2.804 0.242
H -1.724 -7.151 1.726 0.365
H -0.138 -7.281 -0.228 0.378
H 1.038 -5.327 -1.012 0.270
H 1.557 -2.965 -0.943 0.383
H 0.816 -1.835 0.321 0.356
Se -0.285 0.847 3.147 0.698
N 0.988 1.044 1.946 -0.004
C 1.886 1.867 2.486 0.183
C 3.075 2.302 1.832 -0.435
C 3.928 3.135 2.487 -0.404
C 3.656 3.581 3.817 -0.412
C 2.532 3.187 4.474 -0.868
C 1.613 2.316 3.821 0.644
N 0.483 1.857 4.360 -0.825
H 3.269 1.958 0.826 0.194
H 4.834 3.469 1.995 0.428
H 4.360 4.245 4.303 0.357
H 2.310 3.518 5.481 0.432
O -1.461 3.174 1.541 -0.710
C -2.521 2.523 1.412 0.160
O -2.643 1.279 1.323 -0.127
C -3.819 3.323 1.317 0.073
C -3.795 4.676 1.010 -0.473
C -4.975 5.402 0.898 -0.547
C -6.195 4.784 1.118 -0.527
C -6.193 3.435 1.438 0.266
C -5.035 2.686 1.529 -0.237
N -7.486 2.778 1.689 0.979
O -7.479 1.624 2.056 -0.577
O -8.503 3.431 1.530 -0.663
H -2.829 5.142 0.866 0.490
H -4.945 6.454 0.640 0.368
H -7.130 5.318 1.045 0.470
H -5.055 1.625 1.744 0.383
O -1.256 0.036 -4.796 -0.593
C -1.719 0.069 -3.620 0.208
O -1.914 1.082 -2.910 -0.933
C -2.038 -1.310 -3.024 -0.056
C -0.856 -2.258 -3.189 -0.624
Ge -0.166 -2.259 -5.022 2.053
C 1.246 -1.009 -5.560 0.559
C 1.220 -0.319 -6.770 -0.476
C 2.274 0.503 -7.151 -0.573
C 3.379 0.648 -6.324 -0.656
C 3.422 -0.037 -5.117 -0.729
C 2.365 -0.860 -4.744 -0.222
C -1.519 -2.585 -6.416 -0.127
C -2.175 -1.555 -7.096 -0.119
C -3.124 -1.835 -8.071 -0.740
C -3.454 -3.150 -8.375 -0.358
C -2.828 -4.185 -7.696 -0.684
C -1.867 -3.900 -6.731 -0.205
C 0.935 -3.935 -5.076 -0.401
C 1.454 -4.441 -6.271 -0.137
C 2.300 -5.542 -6.291 -0.762
C 2.658 -6.165 -5.100 -0.522
C 2.161 -5.677 -3.900 -0.515
C 1.310 -4.576 -3.893 0.187
H -2.890 -1.710 -3.584 0.381
H -2.362 -1.201 -1.987 -0.454
H -1.143 -3.290 -2.964 0.385
H -0.049 -2.022 -2.484 -0.018
H 0.358 -0.409 -7.422 0.194
H 2.229 1.035 -8.095 0.371
H 4.203 1.289 -6.619 0.351
H 4.284 0.064 -4.469 0.508
H 2.419 -1.392 -3.799 0.469
H -1.959 -0.529 -6.824 0.399
H -3.619 -1.019 -8.586 0.371
H -4.203 -3.365 -9.130 0.357
H -3.085 -5.216 -7.913 0.375
H -1.378 -4.721 -6.218 0.384
H 1.192 -3.964 -7.212 0.382
H 2.685 -5.913 -7.235 0.366
H 3.319 -7.023 -5.110 0.351
H 2.429 -6.152 -2.963 0.447
H 0.932 -4.218 -2.940 -0.424
N 2.383 0.117 -1.145 -0.086
C 3.436 0.539 -1.319 -0.841
C 4.765 1.050 -1.514 0.781
C 4.943 2.353 -1.971 -0.115
C 6.228 2.839 -2.155 -0.828
C 7.323 2.031 -1.886 -0.302
C 7.140 0.732 -1.431 -0.706
C 5.861 0.235 -1.242 -0.114
H 4.078 2.966 -2.184 0.575
H 6.371 3.850 -2.512 0.418
H 8.325 2.414 -2.033 0.382
H 7.995 0.102 -1.223 0.382
H 5.698 -0.774 -0.889 0.544
```

- orbital gap (Ha) = 0.1508
- charge = -2
- relative energy (zero: lowest compared OMol25 entry of this formula, charge and spin) (kJ/mol) = 41.6
- HOMO (eV) = -0.823

=====

(2)
C35H51F23N3O13 | ωB97M-V with the def2-TZVPD basis set

```
125
Properties=species:S:1:pos:R:3:mulliken_charge:R:1
C 7.295 -0.196 2.197 -0.749
O 6.392 -0.078 1.120 -0.368
C 6.434 -1.209 0.269 -0.516
C 5.457 -0.991 -0.885 -0.898
C 4.297 -2.017 -0.892 -0.919
C 2.936 -1.387 -0.674 -0.618
C 1.800 -2.400 -0.851 -1.176
C 0.640 -2.162 0.111 -0.223
C 0.144 -0.737 0.010 -0.762
N -1.216 -0.576 0.652 0.414
C -1.243 -1.256 1.880 -0.470
N -2.305 -2.008 2.185 0.077
N -0.239 -1.137 2.810 0.153
C -1.616 0.816 0.744 0.922
F -1.277 1.439 -0.393 -0.322
F -0.991 1.464 1.762 -0.318
C -3.150 0.985 0.954 0.622
F -3.523 2.207 0.595 -0.228
F -3.818 0.088 0.214 -0.261
F -3.446 0.791 2.250 -0.244
H 7.014 0.534 2.948 0.240
H 7.255 -1.187 2.647 0.283
H 8.318 0.019 1.881 0.329
H 6.232 -2.119 0.830 0.318
H 7.444 -1.281 -0.145 0.458
H 5.969 -1.079 -1.835 0.341
H 5.067 0.012 -0.747 0.435
H 4.470 -2.766 -0.128 0.304
H 4.323 -2.508 -1.862 0.662
H 2.829 -0.551 -1.360 0.497
H 2.932 -1.003 0.347 0.248
H 1.412 -2.298 -1.864 0.504
H 2.152 -3.422 -0.752 0.500
H 1.025 -2.400 1.098 -0.140
H -0.183 -2.817 -0.178 0.370
H -0.002 -0.507 -1.039 0.438
H 0.835 0.003 0.404 0.462
H -2.142 -3.017 2.157 0.223
H -3.108 -1.777 1.602 0.275
H 0.600 -1.691 2.809 0.257
H -0.413 -0.496 3.568 0.315
C -3.965 6.552 -0.263 -1.201
C -3.234 5.534 -1.109 0.037
O -3.869 5.360 -2.394 -0.334
C -3.591 6.281 -3.301 0.308
O -2.869 7.222 -3.170 -0.528
C -4.314 5.940 -4.618 1.019
F -5.586 5.605 -4.401 -0.258
F -3.705 4.907 -5.214 -0.275
F -4.290 6.974 -5.444 -0.220
H -5.015 6.276 -0.159 0.324
H -3.515 6.611 0.727 0.377
H -3.927 7.540 -0.719 0.360
H -3.264 4.553 -0.642 0.082
H -2.188 5.804 -1.250 0.355
C 3.846 -1.900 7.374 -1.293
C 3.811 -3.238 6.669 0.018
O 3.360 -3.118 5.296 -0.051
C 4.235 -2.710 4.406 0.100
O 5.366 -2.371 4.574 -0.533
C 3.589 -2.786 3.008 1.043
F 2.334 -2.264 3.004 -0.772
F 3.494 -4.051 2.613 -0.277
F 4.289 -2.112 2.111 -0.226
H 2.872 -1.411 7.315 0.260
H 4.107 -2.039 8.422 0.427
H 4.578 -1.232 6.922 0.343
H 3.086 -3.890 7.137 0.054
H 4.778 -3.729 6.693 0.412
C 1.888 -9.753 4.099 -1.238
C 0.991 -8.870 4.937 0.371
O 1.652 -8.407 6.139 -0.364
C 2.440 -7.373 5.944 0.329
O 2.652 -6.807 4.912 -0.469
C 3.036 -6.874 7.274 0.947
F 3.533 -7.851 8.021 -0.258
F 2.092 -6.241 7.987 -0.287
F 3.991 -5.992 6.995 -0.239
H 2.251 -10.596 4.688 0.329
H 1.337 -10.134 3.240 0.415
H 2.755 -9.203 3.738 0.295
H 0.124 -9.430 5.279 0.441
H 0.633 -8.009 4.383 -0.282
C -2.052 8.880 -7.097 -1.200
C -1.373 8.591 -5.776 0.074
O 0.065 8.637 -5.907 -0.371
C 0.611 9.840 -5.902 0.299
O 0.054 10.890 -5.797 -0.507
C 2.145 9.706 -6.008 0.919
F 2.489 8.835 -6.958 -0.248
F 2.640 9.269 -4.842 -0.255
F 2.695 10.876 -6.287 -0.237
H -1.694 8.196 -7.867 0.333
H -3.130 8.766 -6.998 0.344
H -1.842 9.895 -7.431 0.374
H -1.597 7.584 -5.441 0.108
H -1.695 9.277 -4.996 0.341
C -5.917 3.101 -6.981 -0.971
C -5.140 2.066 -7.764 -0.310
O -5.719 1.837 -9.063 -0.306
C -5.420 2.732 -9.991 0.324
O -4.727 3.695 -9.867 -0.510
C -6.080 2.329 -11.327 0.924
F -7.352 1.974 -11.145 -0.246
F -5.424 1.289 -11.853 -0.254
F -6.037 3.336 -12.184 -0.233
H -6.966 2.814 -6.907 0.343
H -5.506 3.200 -5.978 0.265
H -5.874 4.074 -7.469 0.320
H -5.174 1.101 -7.264 0.324
H -4.093 2.348 -7.873 0.331
C -2.538 -3.166 6.328 -1.286
C -1.134 -3.316 5.787 0.121
O -0.985 -4.533 5.029 -0.254
C -1.429 -4.517 3.788 0.284
O -1.932 -3.600 3.206 -0.464
C -1.154 -5.893 3.143 0.911
F -1.496 -6.879 3.976 -0.254
F 0.152 -6.005 2.880 -0.216
F -1.822 -6.032 2.011 -0.253
H -2.812 -4.040 6.918 0.357
H -2.604 -2.281 6.960 0.409
H -3.263 -3.068 5.521 0.315
H -0.416 -3.399 6.599 0.409
H -0.845 -2.465 5.170 -0.031
```

- orbital gap (Ha) = 0.2422
- charge = +1
- relative energy (zero: lowest compared OMol25 entry of this formula, charge and spin) (kJ/mol) = 0.0
- HOMO (eV) = -11.364

=====

(3)
C57H137N5O14 | ωB97M-V with the def2-TZVPD basis set

```
213
Properties=species:S:1:pos:R:3:mulliken_charge:R:1
C -3.553 0.509 -4.782 -1.570
C -4.039 1.245 -3.570 2.133
C -3.635 0.450 -2.331 -1.299
C -2.189 0.465 -1.913 1.979
C -1.682 1.864 -1.724 1.786
C -1.972 2.820 -2.933 1.678
N -3.479 2.581 -3.362 0.110
O -3.764 3.374 -4.478 -0.505
C -2.050 4.268 -2.499 -1.602
C -0.946 2.613 -3.981 -1.206
C -5.529 1.286 -3.666 -2.286
H -2.438 0.440 -4.776 -0.272
H -3.817 1.096 -5.691 0.696
H -3.934 -0.532 -4.820 0.468
H -4.276 0.789 -1.516 0.358
H -3.854 -0.605 -2.547 0.218
H -1.576 0.122 -2.712 -0.923
H -2.070 -0.160 -1.037 -1.014
H -0.586 1.925 -1.514 -0.181
H -2.106 2.337 -0.823 -1.645
H -1.074 4.593 -2.032 0.141
H -2.308 4.963 -3.307 0.408
H -2.837 4.359 -1.715 0.372
H -1.282 2.973 -4.951 0.424
H -0.098 3.213 -3.563 0.193
H -0.638 1.595 -4.148 -0.091
H -5.881 1.897 -4.539 0.356
H -6.079 1.759 -2.852 0.425
H -5.906 0.296 -3.786 0.401
H -3.379 2.996 -5.303 0.368
C 3.007 0.581 4.232 -2.572
C 2.700 0.726 5.708 1.806
C 1.431 1.522 5.795 -1.113
C 0.864 1.629 7.160 -0.879
C 0.664 0.220 7.676 -1.296
C 1.815 -0.724 7.629 1.752
N 2.442 -0.676 6.244 0.935
O 3.586 -1.408 6.245 -0.610
C 2.896 -0.397 8.735 -1.831
C 1.364 -2.138 7.825 -1.985
C 3.990 1.264 6.404 -1.844
H 2.111 0.174 3.728 0.064
H 3.842 -0.071 4.217 0.759
H 3.141 1.524 3.787 0.767
H 1.721 2.458 5.400 0.769
H 0.690 1.015 5.160 -0.121
H -0.133 2.136 7.224 0.394
H 1.423 2.258 7.886 0.395
H -0.161 -0.237 7.168 0.228
H 0.298 0.278 8.722 0.352
H 3.916 -0.754 8.493 0.206
H 2.942 0.657 9.002 0.374
H 2.505 -0.976 9.543 0.581
H 2.254 -2.731 7.877 0.452
H 0.874 -2.151 8.807 0.538
H 0.777 -2.395 6.953 0.223
H 4.705 0.478 6.483 0.415
H 3.727 1.596 7.450 0.325
H 4.385 2.135 5.926 0.439
H 3.354 -2.150 5.687 0.174
C 1.738 -0.124 -1.964 -1.924
C 2.762 -0.584 -2.994 2.583
C 2.622 0.259 -4.308 -0.987
C 3.741 0.105 -5.321 -0.951
C 5.046 0.448 -4.562 -1.104
C 5.278 -0.334 -3.301 1.022
N 4.089 -0.303 -2.447 1.911
O 4.257 -1.115 -1.283 -0.233
C 5.661 -1.770 -3.607 -2.006
C 6.534 0.250 -2.530 -1.547
C 2.536 -2.095 -3.265 -1.296
H 0.750 -0.168 -2.336 0.035
H 1.851 0.915 -1.783 -0.016
H 1.873 -0.688 -1.059 0.200
H 1.595 0.090 -4.696 0.055
H 2.638 1.298 -3.948 0.188
H 3.625 0.792 -6.176 0.473
H 3.916 -0.903 -5.723 0.305
H 4.975 1.573 -4.348 0.129
H 5.934 0.277 -5.166 0.538
H 5.805 -2.338 -2.685 0.347
H 4.956 -2.379 -4.248 0.199
H 6.624 -1.743 -4.035 0.655
H 7.283 0.357 -3.260 0.633
H 6.258 1.229 -2.107 -0.029
H 6.826 -0.417 -1.661 0.330
H 2.830 -2.264 -4.289 0.525
H 1.460 -2.300 -3.197 -0.308
H 3.194 -2.742 -2.649 0.178
H 3.960 -2.068 -1.480 -0.074
C -3.538 2.229 1.744 -1.082
C -2.713 2.951 2.791 3.086
C -1.940 4.150 2.169 -0.647
C -2.865 5.253 1.794 -0.293
C -3.699 5.663 2.972 -1.355
C -4.567 4.503 3.654 1.449
N -3.557 3.489 3.909 0.154
O -4.210 2.337 4.547 -0.505
C -5.082 5.046 5.044 -1.729
C -5.787 4.021 2.869 -1.743
C -1.545 2.124 3.529 -1.883
H -4.486 1.754 2.030 0.346
H -2.897 1.455 1.292 -0.322
H -3.747 2.933 0.908 0.143
H -1.171 4.518 2.897 0.413
H -1.441 3.768 1.342 -0.686
H -3.543 4.999 0.972 0.095
H -2.282 6.160 1.438 0.346
H -4.408 6.409 2.594 0.506
H -3.095 6.083 3.760 0.330
H -4.190 5.479 5.504 0.417
H -5.906 5.792 4.874 0.341
H -5.474 4.188 5.603 0.376
H -6.096 3.109 3.333 0.370
H -6.516 4.797 2.919 0.561
H -5.581 3.779 1.819 0.265
H -1.160 2.765 4.354 0.605
H -0.737 1.985 2.904 0.077
H -1.961 1.200 3.969 0.102
H -3.705 2.195 5.323 0.326
C -2.384 -5.221 -4.043 -1.882
C -2.870 -3.815 -4.522 1.509
C -1.706 -2.750 -4.302 -0.440
C -0.717 -2.706 -5.422 -0.036
C -1.357 -2.479 -6.777 -0.992
C -2.464 -3.583 -7.089 1.178
N -3.295 -3.698 -5.875 0.362
O -4.351 -4.634 -6.140 -0.529
C -3.364 -3.094 -8.173 -1.758
C -1.718 -4.872 -7.603 -1.696
C -4.037 -3.387 -3.673 -1.323
H -2.101 -5.146 -2.997 0.390
H -1.590 -5.763 -4.517 0.291
H -3.214 -5.948 -4.027 0.503
H -2.167 -1.841 -3.991 -0.706
H -1.239 -2.986 -3.378 0.810
H -0.102 -3.581 -5.478 0.568
H 0.009 -1.927 -5.215 -0.402
H -0.697 -2.508 -7.643 0.521
H -1.918 -1.522 -6.722 -0.027
H -4.230 -3.668 -8.366 0.433
H -3.668 -2.023 -8.085 0.250
H -2.783 -3.154 -9.143 0.371
H -0.979 -5.192 -6.888 0.380
H -2.315 -5.755 -7.892 0.323
H -1.235 -4.471 -8.462 0.517
H -4.278 -2.332 -3.858 0.151
H -3.819 -3.527 -2.611 0.202
H -4.861 -4.048 -3.960 0.509
H -4.042 -5.534 -6.184 0.343
O 0.180 -0.594 1.645 1.715
H 0.775 0.158 1.413 -0.499
H -0.456 -0.084 2.220 -0.530
O 1.025 2.272 1.224 0.108
H 0.444 2.770 0.634 -0.283
H 1.891 2.358 0.877 0.082
O 0.445 5.246 -0.092 -0.630
H 0.450 5.339 0.860 0.298
H 1.277 4.771 -0.381 0.353
C 3.663 3.206 -2.655 -0.345
C 3.996 4.151 -1.544 -0.856
O 3.088 3.971 -0.460 -0.651
H 4.029 2.170 -2.524 0.106
H 4.095 3.558 -3.551 0.550
H 2.602 3.200 -2.739 -0.176
H 3.689 5.118 -1.828 0.540
H 5.021 4.097 -1.288 0.312
H 3.247 3.088 -0.114 -0.024
C -2.505 -2.550 0.148 1.208
C -3.758 -2.935 0.980 -0.393
O -3.935 -4.382 0.642 -0.582
H -2.191 -1.490 0.234 -0.133
H -2.764 -2.757 -0.892 -0.914
H -1.741 -3.201 0.566 0.206
H -4.536 -2.284 0.712 0.496
H -3.560 -2.779 2.099 0.054
H -4.850 -4.677 0.785 0.293
C -3.516 -1.341 5.384 -1.214
C -2.212 -1.767 4.793 0.299
O -2.294 -1.449 3.355 -0.259
H -4.375 -1.836 4.948 0.391
H -3.735 -0.288 5.155 0.019
H -3.540 -1.504 6.485 0.360
H -1.995 -2.800 4.910 0.668
H -1.404 -1.173 5.303 -0.322
H -1.557 -1.890 2.912 0.020
C 2.848 -5.831 -0.276 -1.274
C 3.684 -4.616 0.035 0.296
O 2.914 -3.459 -0.239 0.063
H 3.380 -6.704 0.032 0.431
H 2.696 -6.055 -1.361 0.280
H 1.918 -5.677 0.217 0.263
H 4.645 -4.614 -0.543 0.307
H 3.881 -4.575 1.089 -0.124
H 2.232 -3.220 0.400 0.049
C 6.124 1.671 0.927 -1.550
C 4.724 1.071 0.991 1.279
O 3.876 1.525 -0.092 0.805
H 6.282 2.058 -0.074 0.231
H 6.977 1.051 1.330 0.289
H 6.124 2.524 1.567 0.486
H 4.270 1.394 1.929 -0.425
H 4.665 -0.059 1.024 -0.033
H 3.833 0.864 -0.806 -0.679
C 3.280 -3.004 3.246 -0.428
C 1.759 -3.368 3.348 -0.108
O 1.203 -3.277 1.996 -0.525
H 3.315 -2.142 2.608 -0.182
H 3.820 -3.850 2.882 0.200
H 3.729 -2.688 4.213 0.369
H 1.285 -2.553 3.923 -0.035
H 1.472 -4.334 3.745 0.411
H 0.684 -2.423 1.987 0.000
```

- orbital gap (Ha) = 0.3278
- charge = 0
- HOMO (eV) = -8.398

=====

Q: Among the records above, which one has the highest HOMO?
A: C62H52GeN4O6PRbSe

=====

Q: What is the orbital gap in the first record?
A: 0.1508 Ha